# 1
Density functional theory data (ωB97M-V/def2-TZVPD) for the ion C6H11N with charge -1.

Computed properties:
HOMO energy (alpha / beta) ... 0.41 / -1.91 eV
Lowest unoccupied orbital energy (alpha / beta) ... 0.1597 / 0.1539 Ha
ΔE to the lowest compared entry with this formula, charge and spin ... 27.4 kcal per mole

ORCA input file:
```
! wB97M-V def2-TZVPD RIJCOSX def2/J DEFGRID3
* xyz -1 2
C 1.600 -1.991 1.767
N 0.535 -1.058 2.111
C -0.191 -0.512 1.002
C -0.199 0.857 0.680
C -0.326 1.365 -0.646
C -1.064 0.822 -1.669
C -0.701 0.885 -3.128
H 1.791 -1.976 0.688
H 1.398 -3.029 2.054
H 2.533 -1.711 2.271
H 0.931 -0.314 2.668
H -0.689 -1.260 0.397
H -0.173 1.570 1.507
H 0.274 2.252 -0.899
H -1.741 0.026 -1.361
H 0.361 1.061 -3.265
H -0.958 -0.050 -3.641
H -1.252 1.626 -3.735
*
```

---

# 2
Density functional theory data (ωB97M-V/def2-TZVPD) for a structure of composition C6H11N at a distorted geometry.

Computed properties:
HOMO energy ... -7.20 eV
Lowest unoccupied orbital energy ... 0.0092 Ha
ΔE to the lowest compared entry with this formula, charge and spin ... 138.2 kcal per mole

ORCA input file:
```
! wB97M-V def2-TZVPD RIJCOSX def2/J DEFGRID3
* xyz 0 1
C -0.350 -0.396 -2.321
N -0.732 0.401 -1.198
C -0.269 0.048 0.131
C 0.745 0.945 0.609
C 0.401 2.239 0.951
C 0.532 -1.793 1.483
C -0.497 -1.243 0.575
H -0.928 -1.336 -2.397
H 0.684 -0.605 -2.279
H -0.535 0.112 -3.291
H -0.187 1.245 -1.400
H 1.595 -1.901 1.102
H -0.651 2.472 1.123
H 0.993 3.107 0.812
H 0.854 1.343 1.756
H 0.296 -2.830 1.828
H 0.744 -1.249 2.489
H -1.122 -1.977 0.082
*
```

---

# 3
Density functional theory data (ωB97M-V/def2-TZVPD) for the molecule C6H11N.

Computed properties:
HOMO energy ... -11.41 eV
Lowest unoccupied orbital energy ... 0.0351 Ha
ΔE to the lowest compared entry with this formula, charge and spin ... 0.9 kcal per mole
Structure (SMILES) ... CCC(C#N)CC

ORCA input file:
```
! wB97M-V def2-TZVPD RIJCOSX def2/J DEFGRID3
* xyz 0 1
C 0.784 2.282 0.910
C -0.316 1.268 0.606
C 0.218 -0.094 0.127
C -0.911 -1.107 -0.111
C -0.475 -2.406 -0.801
C 1.032 0.101 -1.089
N 1.653 0.247 -2.053
H 0.350 3.226 1.252
H 1.386 2.490 0.018
H 1.456 1.914 1.694
H -0.922 1.085 1.501
H -0.992 1.662 -0.163
H 0.898 -0.497 0.890
H -1.358 -1.358 0.860
H -1.697 -0.632 -0.713
H 0.327 -2.906 -0.241
H -1.332 -3.071 -0.873
H -0.102 -2.206 -1.814
*
```

---

# 4
Density functional theory data (ωB97M-V/def2-TZVPD) for the molecule C6H11N at a distorted geometry.

Computed properties:
HOMO energy ... -7.46 eV
Lowest unoccupied orbital energy ... 0.0386 Ha
ΔE to the lowest compared entry with this formula, charge and spin ... 32.0 kcal per mole
Structure (SMILES) ... C[C@@H]1C(N)=C[C@@H]1C

ORCA input file:
```
! wB97M-V def2-TZVPD RIJCOSX def2/J DEFGRID3
* xyz 0 1
C 1.070 -1.469 0.053
C -1.904 -0.596 0.594
C 0.684 1.085 -0.175
N 1.804 1.629 0.258
C -0.618 1.456 -0.253
C 0.438 -0.317 -0.705
C -1.168 0.097 -0.540
H 1.826 2.572 0.633
H 2.708 1.182 0.146
H -1.114 2.415 -0.135
H 0.618 -0.429 -1.781
H -1.748 0.014 -1.469
H 1.002 -1.334 1.136
H 2.130 -1.571 -0.206
H 0.580 -2.413 -0.205
H -2.159 -1.624 0.320
H -2.841 -0.072 0.818
H -1.308 -0.625 1.511
*
```

---

# 5
Density functional theory data (ωB97M-V/def2-TZVPD) for a structure of composition C6H11N at a distorted geometry.

Computed properties:
HOMO energy ... -10.13 eV
Lowest unoccupied orbital energy ... 0.0358 Ha
ΔE to the lowest compared entry with this formula, charge and spin ... 46.6 kcal per mole

ORCA input file:
```
! wB97M-V def2-TZVPD RIJCOSX def2/J DEFGRID3
* xyz 0 1
C -2.528 -0.032 0.606
C -1.329 -0.579 0.515
C 0.020 0.078 0.576
C 1.078 -0.668 -0.242
C 2.472 -0.148 0.000
C -0.035 1.504 0.237
N -0.084 2.620 -0.054
H -3.435 -0.623 0.671
H -1.619 0.617 -1.698
H -2.617 1.033 0.491
H -1.286 -1.644 0.639
H -1.278 0.193 -2.291
H 0.310 0.023 1.633
H 1.035 -1.732 0.010
H 0.829 -0.584 -1.299
H 2.738 -0.251 1.053
H 3.196 -0.717 -0.585
H 2.535 0.909 -0.263
*
```

---

# 6
Density functional theory data (ωB97M-V/def2-TZVPD) for the molecule C6H11N at a distorted geometry.

Computed properties:
HOMO energy ... -8.94 eV
Lowest unoccupied orbital energy ... 0.0329 Ha
ΔE to the lowest compared entry with this formula, charge and spin ... 35.5 kcal per mole
Structure (SMILES) ... C=CC(=C)CCN

ORCA input file:
```
! wB97M-V def2-TZVPD RIJCOSX def2/J DEFGRID3
* xyz 0 1
C 1.612 0.831 0.452
C 1.060 -0.581 0.624
C -0.312 -0.713 -0.018
C -0.606 -1.623 -0.934
C -2.599 0.370 0.208
C -1.363 0.120 0.614
N 1.919 1.000 -0.996
H 2.576 0.870 0.944
H 0.869 1.564 0.773
H 1.714 -1.307 0.151
H 0.871 -0.843 1.665
H 0.098 -2.352 -1.300
H -1.623 -1.696 -1.301
H -3.332 0.770 0.897
H -2.926 0.225 -0.810
H -1.082 0.438 1.621
H 1.006 0.938 -1.459
H 2.121 1.989 -1.131
*
```

---

# 7
Density functional theory data (ωB97M-V/def2-TZVPD) for the molecule C6H11N at a distorted geometry.

Computed properties:
HOMO energy ... -7.31 eV
Lowest unoccupied orbital energy ... 0.0393 Ha
ΔE to the lowest compared entry with this formula, charge and spin ... 47.0 kcal per mole
Structure (SMILES) ... C=C/C(=C\N)CC

ORCA input file:
```
! wB97M-V def2-TZVPD RIJCOSX def2/J DEFGRID3
* xyz 0 1
C 1.475 -0.698 2.022
C 0.239 -1.193 1.206
N -0.814 2.046 -0.513
C -0.122 1.139 0.288
C -0.071 -0.210 0.112
C -0.535 -0.856 -1.151
C -0.394 -0.297 -2.375
H 1.188 -0.321 3.002
H 2.136 -1.504 2.304
H 2.116 0.059 1.569
H 0.503 -2.139 0.761
H -0.385 -1.510 2.055
H -1.475 1.636 -1.154
H -1.010 2.965 -0.170
H 0.397 1.725 1.044
H -0.732 -1.906 -0.984
H 0.207 0.595 -2.415
H -0.499 -0.861 -3.297
*
```

---

# 8
Density functional theory data (ωB97M-V/def2-TZVPD) for the molecule C6H11N at a distorted geometry.

Computed properties:
HOMO energy ... -8.66 eV
Lowest unoccupied orbital energy ... 0.0339 Ha
ΔE to the lowest compared entry with this formula, charge and spin ... 43.7 kcal per mole
Structure (SMILES) ... C=C/C=C/CCN

ORCA input file:
```
! wB97M-V def2-TZVPD RIJCOSX def2/J DEFGRID3
* xyz 0 1
C -0.422 1.251 -2.027
C -0.464 -0.099 -1.300
C -0.030 0.034 0.138
C 0.642 -0.904 0.805
C 0.793 -0.938 2.266
C 1.587 -1.788 2.909
N -1.667 2.030 -1.873
H 0.366 1.924 -1.675
H -0.246 1.116 -3.098
H -1.474 -0.458 -1.508
H 0.245 -0.801 -1.743
H -0.034 1.068 0.486
H 0.875 -1.812 0.255
H 0.006 -0.456 2.835
H 2.369 -2.300 2.363
H 1.442 -2.038 3.947
H -1.563 2.756 -1.178
H -2.426 1.416 -1.601
*
```

---

# 9
Density functional theory data (ωB97M-V/def2-TZVPD) for the molecule C6H11N at a distorted geometry.

Computed properties:
HOMO energy ... -8.22 eV
Lowest unoccupied orbital energy ... 0.0430 Ha
ΔE to the lowest compared entry with this formula, charge and spin ... 78.9 kcal per mole
Structure (SMILES) ... C=C[C@H]1[C@H](C)N1C

ORCA input file:
```
! wB97M-V def2-TZVPD RIJCOSX def2/J DEFGRID3
* xyz 0 1
C -0.368 0.789 -0.576
C 1.881 -0.870 -1.156
C -1.691 1.321 -0.979
C -0.252 -0.586 -0.026
C 0.338 -0.368 1.333
C -0.370 -0.411 2.470
N 0.461 -0.595 -1.267
H 0.391 1.541 -0.396
H -1.152 -1.205 -0.001
H 1.408 -0.205 1.414
H 2.458 -0.083 -0.651
H 2.294 -0.990 -2.161
H 2.064 -1.810 -0.616
H -2.501 0.618 -0.757
H -1.915 2.259 -0.464
H -1.718 1.498 -2.061
H 0.118 -0.345 3.435
H -1.445 -0.558 2.459
*
```

---

# 10
Density functional theory data (ωB97M-V/def2-TZVPD) for a structure of composition C6H11N at a distorted geometry.

Computed properties:
HOMO energy ... -9.30 eV
Lowest unoccupied orbital energy ... 0.0383 Ha
ΔE to the lowest compared entry with this formula, charge and spin ... 51.9 kcal per mole

ORCA input file:
```
! wB97M-V def2-TZVPD RIJCOSX def2/J DEFGRID3
* xyz 0 1
C -1.613 0.583 -0.228
C -1.457 -0.887 0.059
C 0.010 -1.184 -0.278
C 0.841 -0.091 0.397
C 2.271 0.076 -0.100
C -0.012 1.121 0.199
N 0.142 2.374 0.301
H -2.501 1.024 0.294
H -0.901 2.187 0.172
H -1.794 0.788 -1.302
H -1.634 -1.059 1.129
H -2.143 -1.523 -0.502
H 0.312 -2.179 0.043
H 0.152 -1.113 -1.366
H 0.852 -0.280 1.482
H 2.860 -0.820 0.123
H 2.287 0.242 -1.182
H 2.749 0.937 0.380
*
```

---

# 11
Density functional theory data (ωB97M-V/def2-TZVPD) for the molecule C6H11N at a distorted geometry.

Computed properties:
HOMO energy ... -8.19 eV
Lowest unoccupied orbital energy ... 0.0336 Ha
ΔE to the lowest compared entry with this formula, charge and spin ... 52.5 kcal per mole

ORCA input file:
```
! wB97M-V def2-TZVPD RIJCOSX def2/J DEFGRID3
* xyz 0 1
C 1.930 0.173 0.098
C 0.798 -0.726 -0.314
C -0.531 -0.030 0.115
C -1.641 -1.069 0.310
C -0.969 1.008 -0.937
C -0.218 0.757 1.400
N 1.085 0.902 1.361
H 2.857 -0.372 0.406
H 1.816 1.267 1.941
H 2.246 0.912 -0.666
H 0.891 -1.679 0.221
H 0.747 -0.932 -1.382
H -1.392 -1.771 1.115
H -2.595 -0.593 0.561
H -1.784 -1.651 -0.611
H -1.854 1.562 -0.605
H -0.172 1.735 -1.132
H -1.215 0.508 -1.881
*
```

---

# 12
Density functional theory data (ωB97M-V/def2-TZVPD) for the molecule C6H11N at a distorted geometry.

Computed properties:
HOMO energy ... -8.37 eV
Lowest unoccupied orbital energy ... 0.0433 Ha
ΔE to the lowest compared entry with this formula, charge and spin ... 96.2 kcal per mole
Structure (SMILES) ... CN1[C@@H]2CCC[C@H]21

ORCA input file:
```
! wB97M-V def2-TZVPD RIJCOSX def2/J DEFGRID3
* xyz 0 1
C 2.060 -0.580 1.387
C 0.038 0.513 0.530
C -1.277 1.137 0.180
C -1.318 0.699 -1.372
C -0.191 -0.414 -1.622
C -0.133 -0.824 -0.089
H 2.290 0.028 2.254
H 2.460 -1.541 1.591
H 2.645 -0.115 0.559
H 0.862 1.069 -0.010
H -2.078 0.696 0.743
H -1.295 2.208 0.308
H -2.297 0.290 -1.648
H -0.977 1.502 -2.083
H -0.485 -1.217 -2.282
H 0.738 0.051 -2.003
H -1.062 -1.356 0.191
N 0.588 -0.685 1.184
*
```

---

# 13
Density functional theory data (ωB97M-V/def2-TZVPD) for the molecule C6H11N at a distorted geometry.

Computed properties:
HOMO energy ... -7.70 eV
Lowest unoccupied orbital energy ... 0.0393 Ha
ΔE to the lowest compared entry with this formula, charge and spin ... 72.4 kcal per mole
Structure (SMILES) ... C=CNC/C=C/C

ORCA input file:
```
! wB97M-V def2-TZVPD RIJCOSX def2/J DEFGRID3
* xyz 0 1
C 1.241 -1.568 -3.103
C 0.604 -0.759 -2.118
N -0.442 -1.029 -1.249
C -0.992 0.141 -0.401
C 0.002 1.257 3.052
C -0.189 0.307 1.806
C -0.119 0.699 0.556
H 0.995 -2.620 -3.068
H 1.910 -1.092 -3.818
H 0.703 0.311 -2.033
H -0.512 -1.930 -0.750
H -1.087 0.921 -1.180
H -2.054 -0.030 0.037
H 0.565 2.100 2.594
H -0.998 1.570 3.379
H 0.556 0.878 3.975
H -0.851 -0.522 2.086
H 0.667 1.366 0.236
*
```